# 1
The following is a DFT calculation (ωB97M-V/def2-TZVPD) of 14 unconnected molecules or ions with the total composition C46H65Cl10F27O18.

Computed properties:
- HOMO energy: -10.78 eV
- E: -10444.46405 Eh
- HOMO-LUMO gap: 10.8 eV

Last column: Mulliken charge in e.
Element x y z (Å)
C1 2.3964 6.1462 3.4271  -1.17
C2 3.4482 5.1146 3.0137  0.30
O1 4.7841 5.5800 3.0142  -0.38
C3 5.1414 6.5581 2.1707  0.39
O2 4.5276 6.9334 1.1674  -0.53
C4 6.6445 7.0951 2.4576  0.81
F1 7.5311 6.2628 1.9352  -0.25
F2 6.8854 8.2166 1.8447  -0.22
F3 6.8840 7.1643 3.8241  -0.24
H1 2.8272 6.5799 4.3295  0.41
H2 1.5250 5.5452 3.6869  0.28
H3 2.0862 6.8466 2.6516  0.32
H4 3.1959 4.6908 2.0417  -0.08
H5 3.4811 4.2425 3.6668  0.38
C5 -0.4259 -7.7032 -4.2156  -1.59
C6 -0.6054 -6.3799 -3.5047  0.71
O3 0.3697 -6.1729 -2.4526  -0.34
C7 0.3687 -5.0249 -1.6446  0.04
O4 -0.4265 -4.1230 -1.7823  -0.12
C8 1.4398 -4.9040 -0.5582  0.77
F4 2.5475 -4.4442 -1.0646  -0.21
F5 1.0666 -4.0020 0.3493  -0.16
F6 1.6551 -6.1167 -0.0463  -0.27
H6 -1.0000 -7.8181 -5.1349  0.37
H7 -0.6209 -8.4731 -3.4690  0.39
H8 0.6215 -7.8527 -4.4778  0.35
H9 -1.6341 -6.2661 -3.1630  0.07
H10 -0.4005 -5.6742 -4.3097  -0.08
C9 1.8973 0.7077 4.2320  0.17
C10 0.8947 1.4998 5.1257  0.28
O5 1.5636 2.4800 6.0003  -0.28
C11 0.8013 3.3484 6.6202  0.45
O6 -0.4344 3.2906 6.6423  -0.56
C12 1.4930 4.4776 7.3870  0.83
F7 2.7909 4.3626 7.5504  -0.24
F8 1.3661 5.6339 6.7412  -0.25
F9 0.9056 4.6324 8.6016  -0.25
H11 1.3282 0.0641 3.5612  -0.49
H12 2.5888 0.0870 4.8017  0.03
H13 2.5419 1.4048 3.6966  0.31
H14 0.3972 0.7887 5.7852  0.29
H15 0.1930 1.9815 4.4448  -0.27
C13 -1.1732 -1.3048 0.3844  0.71
C14 0.1299 -0.9917 1.1750  0.46
O7 0.9964 -0.1252 0.4375  0.23
C15 0.7899 1.2419 0.4009  0.00
O8 -0.1233 1.7502 0.9975  -0.35
C16 1.7795 2.0287 -0.5003  0.69
F10 2.0867 3.0831 0.1114  -0.10
F11 2.9359 1.4078 -0.7033  -0.25
F12 1.1332 2.2627 -1.6770  -0.08
H16 -0.8273 -1.3706 -0.6471  -0.30
H17 -1.8828 -0.4794 0.3265  -0.25
H18 -1.7605 -2.1162 0.8142  -0.20
H19 0.6538 -1.9232 1.3898  -0.27
H20 -0.1472 -0.4897 2.1020  -0.10
C17 -1.6697 -1.7768 -4.4522  -0.25
C18 -3.1101 -1.8618 -4.8833  -0.66
O9 -3.5207 -3.1861 -5.0163  -0.07
C19 -4.3802 -3.5500 -6.0103  0.32
O10 -4.8046 -2.7930 -6.8738  -0.56
C20 -4.7759 -5.0894 -5.9450  0.85
F13 -4.4316 -5.7307 -7.0901  -0.26
F14 -4.1420 -5.6659 -4.8973  -0.19
F15 -6.0933 -5.1760 -5.7273  -0.25
H21 -1.2566 -0.7707 -4.5250  0.36
H22 -0.9498 -2.3727 -5.0131  0.24
H23 -1.6211 -2.1138 -3.4168  -0.15
H24 -3.2014 -1.2891 -5.8062  0.48
H25 -3.6964 -1.4835 -4.0459  0.08
C21 4.8570 5.6501 -1.7162  -0.95
C22 4.9841 4.2341 -2.1665  -0.27
O11 4.1110 3.9889 -3.1908  -0.09
C23 4.4981 4.2602 -4.5051  0.25
O12 5.6192 4.4064 -4.9012  -0.50
C24 3.3408 4.1667 -5.4691  0.85
F16 2.3895 3.2534 -4.9446  -0.14
F17 2.8646 5.3694 -5.6795  -0.24
F18 3.7811 3.6734 -6.6201  -0.26
H26 5.7907 5.7814 -1.1693  0.29
H27 3.9768 5.8975 -1.1227  0.24
H28 4.8345 6.3814 -2.5242  0.36
H29 4.6054 3.5790 -1.3819  0.10
H30 6.0252 3.9572 -2.3325  0.47
C25 -7.7835 -4.9992 0.8975  -0.98
C26 -6.4644 -5.9402 0.7649  -0.30
O13 -5.2596 -5.2930 0.3294  -0.18
C27 -5.1785 -4.7813 -0.9330  -0.38
O14 -6.0163 -4.9328 -1.7778  -0.52
C28 -3.8474 -4.0230 -1.2465  1.34
F19 -3.1117 -4.7420 -2.1645  -0.19
F20 -4.0554 -2.8002 -1.8012  -0.19
F21 -3.0428 -3.8550 -0.1620  -0.16
H31 -8.6325 -5.5830 1.2532  0.39
H32 -8.0042 -4.5251 -0.0589  0.34
H33 -7.6935 -4.2193 1.6537  0.21
H34 -6.6264 -6.8217 0.1446  0.32
H35 -6.1508 -6.3242 1.7356  0.30
C29 3.0800 -5.1267 -4.8602  -1.13
C30 2.0951 -4.0371 -5.3428  -0.49
O15 1.6514 -3.2289 -4.2224  0.12
C31 2.4105 -2.0543 -4.0215  -0.26
O16 3.5484 -1.9159 -4.5319  -0.58
C32 1.7589 -0.9424 -3.1256  1.39
F22 2.5869 -0.6350 -2.1599  -0.20
F23 1.6832 0.1576 -3.9339  -0.23
F24 0.5717 -1.2549 -2.6228  -0.45
H36 2.5819 -5.9068 -4.2844  0.21
H37 3.9130 -4.7202 -4.2867  0.34
H38 3.5014 -5.5781 -5.7584  0.42
H39 1.2024 -4.5130 -5.7485  0.35
H40 2.5377 -3.3489 -6.0630  0.50
C33 1.6705 6.8784 -2.8967  -1.29
C34 0.9477 5.5753 -2.5956  0.80
O17 -0.4329 5.7787 -2.2183  -0.34
C35 -0.8980 5.5957 -0.9744  0.42
O18 -0.2872 5.0279 -0.0672  -0.46
C36 -2.3049 6.1417 -0.7679  0.65
F25 -2.6989 6.9919 -1.7194  -0.24
F26 -3.2073 5.1090 -0.6533  -0.18
F27 -2.3176 6.7788 0.4426  -0.24
H41 1.5821 7.6663 -2.1487  0.34
H42 1.3810 7.2416 -3.8828  0.37
H43 2.7480 6.7550 -3.0055  0.13
H44 1.6015 5.1749 -1.8208  -0.24
H45 0.9305 4.9398 -3.4810  0.16
Cl1 -1.5387 0.8952 -2.3549  0.02
C37 -2.6491 2.0284 -1.5344  -0.05
C38 -3.9690 1.3751 -1.2283  -0.54
Cl2 -5.0249 1.0843 -2.6542  -0.22
H46 -2.7428 2.9072 -2.1723  0.54
H47 -2.1423 2.2648 -0.5987  -0.47
H48 -4.5239 2.1442 -0.6910  0.46
H49 -3.9849 0.4799 -0.6067  0.18
Cl3 5.7870 -3.3235 5.5433  -0.22
C39 4.3949 -2.6426 4.6183  0.08
C40 4.6466 -2.4947 3.1622  -0.68
Cl4 3.2000 -2.0002 2.4040  0.12
H50 4.1438 -1.6834 5.0711  -0.02
H51 3.5602 -3.3192 4.8011  0.11
H52 4.8379 -3.4973 2.7798  0.32
H53 5.4741 -1.8600 2.8451  0.32
Cl5 -6.4341 -3.7275 4.5087  -0.18
C41 -5.0840 -2.8380 5.2550  -0.61
C42 -4.3863 -1.7889 4.3662  -0.60
Cl6 -3.5076 -2.7042 3.1346  -0.03
H54 -4.4633 -3.6595 5.6128  0.26
H55 -5.4300 -2.3495 6.1659  0.46
H56 -3.7246 -1.2744 5.0630  0.28
H57 -5.0885 -1.1631 3.8153  0.45
Cl7 0.8371 -2.6158 5.1704  -0.04
C43 -0.4453 -3.8296 5.1318  -0.41
C44 -0.6071 -4.5349 3.7633  0.04
Cl8 0.8398 -5.5997 3.6284  -0.19
H58 -1.3794 -3.3111 5.3481  0.04
H59 -0.3499 -4.6198 5.8765  0.45
H60 -0.6211 -3.8953 2.8808  -0.25
H61 -1.3859 -5.2956 3.8172  0.34
Cl9 -2.7889 1.0771 3.4291  -0.05
C45 -2.7446 2.7678 3.9054  -0.81
C46 -2.0937 3.6194 2.8086  0.87
Cl10 -2.1345 5.2515 3.3462  -0.18
H62 -2.2740 2.8595 4.8842  0.15
H63 -3.7049 3.2026 4.1827  0.51
H64 -2.6687 3.5193 1.8879  -0.08
H65 -1.0557 3.3474 2.6170  -0.41

# 2
The following is a DFT calculation (ωB97M-V/def2-TZVPD) of 10 unconnected molecules or ions with the total composition C46H70BClI2NO20S.

Computed properties:
- HOMO energy: -5.61 eV
- E: -4833.18814 Eh
- Net charge: -1
- Relative energy (zero: lowest compared OMol25 entry of this formula, charge and spin): 24.7 kcal per mole
- HOMO-LUMO gap: 7.6 eV

Last column: Mulliken charge in e.
Element x y z (Å)
C1 0.8423 3.9946 -0.5042  -0.77
C2 -0.5379 3.3152 -0.8344  -0.59
C3 -0.4785 1.7793 -1.1237  0.49
O1 0.7595 1.3417 -1.6809  0.02
C4 0.7403 -0.1022 -1.8010  -1.03
B1 2.1143 -0.6909 -2.4989  0.88
C5 2.4350 0.2719 -3.8025  -0.25
C6 2.9171 -0.4901 -5.0651  0.37
O2 3.8369 -1.2064 -5.1349  -0.43
Cl1 1.9552 -0.1913 -6.6312  -0.33
N1 1.9137 -2.1775 -3.0079  -0.68
C7 1.1646 -2.7920 -2.3375  0.09
S1 -0.1074 -3.5167 -1.6010  -0.19
C8 3.3287 -0.7555 -1.3754  -0.63
I1 4.9136 -2.1994 -1.9006  -0.18
C9 3.9050 0.6529 -0.9665  0.37
C10 5.3947 0.9132 -1.4187  -1.59
I2 3.6947 1.0272 1.1831  -0.02
H1 1.0388 4.7893 -1.2639  0.11
H2 1.7057 3.3019 -0.4436  0.09
H3 0.7483 4.5236 0.4771  0.35
H4 -0.9277 3.7989 -1.7661  0.30
H5 -1.2196 3.4526 0.0341  0.21
H6 -0.7178 1.1544 -0.2212  -0.07
H7 -1.2746 1.5141 -1.8765  -0.20
H8 -0.1022 -0.3314 -2.5179  0.09
H9 0.5637 -0.5019 -0.7711  0.28
H10 3.1578 1.0991 -3.6140  0.37
H11 1.4692 0.7581 -4.1007  0.15
H12 2.8696 -1.1985 -0.4539  0.44
H13 3.3213 1.4729 -1.4491  0.13
H14 5.5055 0.7975 -2.5224  0.33
H15 5.5815 2.0021 -1.2116  0.43
H16 6.1301 0.3297 -0.8299  0.43
O3 -2.2637 -5.4902 1.7802  -0.60
C11 -2.5907 -6.0241 0.7599  0.41
O4 -2.5370 -5.4249 -0.4583  -0.18
C12 -3.1000 -6.2943 -1.4494  -0.36
C13 -3.0051 -7.6876 -0.8596  -0.61
C14 -3.1591 -7.4192 0.6280  -0.36
H17 -4.1345 -5.9897 -1.6324  0.27
H18 -2.5359 -6.2022 -2.3768  0.29
H19 -3.7469 -8.3775 -1.2625  0.33
H20 -2.0151 -8.1064 -1.0561  0.27
H21 -4.2069 -7.4056 0.9343  0.27
H22 -2.5942 -8.1293 1.2281  0.29
O5 -3.3756 0.4214 -0.7277  -0.69
C15 -3.6235 -0.1191 -1.7682  0.73
O6 -3.5054 0.4818 -2.9823  -0.40
C16 -3.9821 -0.4035 -4.0059  -0.52
C17 -3.8923 -1.7924 -3.4062  -0.54
C18 -4.1485 -1.5250 -1.9318  -0.05
H23 -5.0105 -0.1244 -4.2562  0.26
H24 -3.3622 -0.2987 -4.8958  0.34
H25 -4.5906 -2.5001 -3.8539  0.38
H26 -2.8818 -2.1888 -3.5363  0.21
H27 -5.2155 -1.5358 -1.6952  0.05
H28 -3.6057 -2.2231 -1.2966  0.19
O7 0.1403 2.3986 3.7437  -0.68
C19 -0.7329 1.6340 3.4365  0.37
O8 -1.3922 1.6806 2.2496  -0.26
C20 -2.4395 0.6932 2.2428  0.22
C21 -2.0306 -0.3265 3.2834  -0.40
C22 -1.2854 0.5213 4.2975  -0.01
H29 -3.3852 1.1851 2.4916  0.17
H30 -2.5217 0.2521 1.2518  -0.12
H31 -2.8729 -0.8750 3.7031  0.39
H32 -1.3446 -1.0521 2.8399  0.19
H33 -1.9559 0.9486 5.0446  0.08
H34 -0.4872 -0.0357 4.7740  0.17
O9 -7.4403 -0.7909 -1.3481  -0.59
C23 -7.7623 0.3346 -1.6060  0.53
O10 -8.9234 0.6642 -2.2310  -0.37
C24 -8.9481 2.0783 -2.4842  -0.43
C25 -7.9761 2.6797 -1.4870  -0.61
C26 -6.9446 1.5744 -1.3379  -0.12
H35 -8.6419 2.2514 -3.5193  0.25
H36 -9.9614 2.4550 -2.3491  0.33
H37 -7.5582 3.6318 -1.8129  0.34
H38 -8.4791 2.8437 -0.5307  0.29
H39 -6.1550 1.6483 -2.0892  0.06
H40 -6.5193 1.5523 -0.3371  0.32
O11 1.8832 5.8801 -9.0446  -0.58
C27 2.1111 4.7234 -9.2605  0.49
O12 1.7437 4.0855 -10.4039  -0.36
C28 2.0666 2.6889 -10.3010  -0.40
C29 3.1513 2.6074 -9.2470  -0.39
C30 2.7897 3.7551 -8.3190  -0.28
H41 1.1647 2.1435 -10.0117  0.24
H42 2.4055 2.3206 -11.2688  0.30
H43 3.1971 1.6384 -8.7506  0.24
H44 4.1264 2.7984 -9.7031  0.27
H45 2.0777 3.4488 -7.5499  0.20
H46 3.6715 4.2033 -7.8669  0.27
O13 -1.5355 -1.2643 6.3941  -0.60
C31 -1.2337 -2.4021 6.1550  0.39
O14 -1.5235 -3.0177 4.9838  -0.26
C32 -1.1285 -4.3969 5.0492  -0.35
C33 -0.0771 -4.4555 6.1401  -0.63
C34 -0.5359 -3.3602 7.0916  -0.08
H47 -2.0093 -5.0000 5.2862  0.20
H48 -0.7381 -4.7106 4.0825  0.33
H49 0.0057 -5.4376 6.6057  0.38
H50 0.9005 -4.1959 5.7263  0.26
H51 -1.2564 -3.7287 7.8242  0.24
H52 0.3026 -2.8796 7.5901  0.07
O15 0.7106 -2.2392 10.3620  -0.59
C35 0.4024 -1.1064 10.1140  0.56
O16 -0.7575 -0.7601 9.5058  -0.31
C36 -0.7690 0.6540 9.2554  -0.24
C37 0.2204 1.2408 10.2429  -0.51
C38 1.2409 0.1232 10.3781  -0.45
H53 -0.4738 0.8250 8.2176  0.09
H54 -1.7757 1.0422 9.4034  0.34
H55 0.6455 2.1889 9.9144  0.32
H56 -0.2704 1.4080 11.2054  0.27
H57 2.0218 0.1897 9.6181  0.25
H58 1.6779 0.0916 11.3739  0.30
O17 2.9888 -3.5017 2.9954  -0.57
C39 4.1074 -3.8567 2.7615  0.38
O18 5.0874 -3.9280 3.7074  -0.38
C40 6.3304 -4.2804 3.0853  -0.43
C41 5.9486 -4.9588 1.7844  -0.56
C42 4.6617 -4.2422 1.4095  0.19
H59 6.9098 -3.3676 2.9234  0.26
H60 6.8924 -4.9424 3.7444  0.32
H61 6.7250 -4.8955 1.0216  0.31
H62 5.7405 -6.0170 1.9660  0.28
H63 4.8570 -3.3364 0.8298  -0.22
H64 3.9749 -4.8963 0.8772  0.36
O19 4.0388 5.2427 -1.6302  -0.54
C43 3.7524 6.3704 -1.8989  0.49
O20 2.5787 6.7333 -2.4859  -0.34
C44 2.5954 8.1378 -2.7713  -0.43
C45 3.6284 8.7253 -1.8286  -0.52
C46 4.6267 7.5868 -1.6926  -0.38
H65 2.8649 8.2762 -3.8220  0.27
H66 1.6029 8.5550 -2.6046  0.31
H67 4.0663 9.6543 -2.1945  0.32
H68 3.1704 8.9291 -0.8575  0.27
H69 5.3864 7.6143 -2.4760  0.26
H70 5.0913 7.5712 -0.7093  0.29

# 3
The following is a DFT calculation (ωB97M-V/def2-TZVPD) of a molecular structure, C46H70MoN5O6.

Computed properties:
- HOMO energy (alpha / beta): -10.54 / -10.54 eV
- E: -2587.98724 Eh
- Net charge: +1
- HOMO-LUMO gap (alpha / beta): 5.6 / 5.6 eV

Last column: Mulliken charge in e.
Element x y z (Å)
Mo1 -1.3982 1.5146 0.5917  0.73
C1 -1.8180 4.3238 2.2317  -1.40
N1 -2.0287 2.8785 2.5368  1.00
C2 -3.4672 2.6776 2.8368  -1.23
C3 -1.2727 2.5182 3.7480  -1.15
C4 0.1971 2.6205 3.5065  -1.09
N2 0.5790 1.6599 2.4793  1.08
C5 1.7623 2.1754 1.7539  -1.63
C6 2.3591 1.1415 0.8406  0.21
C7 3.6750 0.7490 0.9843  -0.65
C8 4.2302 -0.2134 0.1513  0.16
C9 3.4208 -0.6892 -0.8727  -1.01
C10 2.0876 -0.3271 -1.0517  0.00
C11 1.5479 0.5597 -0.1211  -0.42
O1 0.2144 0.9365 -0.0466  0.80
C12 1.2841 -0.9034 -2.2154  2.85
C13 2.1376 -1.7550 -3.1567  -2.33
C14 0.1857 -1.8147 -1.6419  -0.63
C15 0.7234 0.2508 -3.0544  -1.20
C16 5.6718 -0.6871 0.3204  1.90
C17 6.1311 -0.5566 1.7765  -1.76
C18 5.8319 -2.1538 -0.1052  -1.66
C19 6.5822 0.1771 -0.5689  -1.82
C20 0.8767 0.3526 3.1085  -2.74
C21 0.5408 -0.9208 2.3713  1.57
C22 1.4554 -1.9601 2.3855  -0.65
C23 1.0857 -3.2503 2.0393  -0.24
C24 -0.2645 -3.4675 1.7815  -0.34
C25 -1.2267 -2.4580 1.7704  0.60
C26 -0.7680 -1.1424 1.9570  -0.46
O2 -1.6047 -0.0574 1.8022  -1.13
C27 -2.7171 -2.8092 1.6139  1.91
C28 -3.2904 -2.2405 0.3055  -1.40
C29 -2.9339 -4.3252 1.5915  -2.33
C30 -3.5030 -2.2462 2.8127  -1.70
C31 2.1048 -4.3884 1.9452  2.57
C32 1.4846 -5.7428 2.3146  -2.02
C33 3.3040 -4.1400 2.8699  -1.73
C34 2.5983 -4.4592 0.4898  -1.15
H1 -2.5933 4.6562 1.5519  0.48
H2 -0.8541 4.4947 1.7614  0.28
H3 -1.8803 4.9123 3.1503  0.34
H4 -3.7434 3.3019 3.6892  0.47
H5 -3.6499 1.6328 3.0820  0.21
H6 -4.0746 2.9520 1.9834  0.34
H7 -1.5445 1.4997 4.0228  0.35
H8 -1.5588 3.1819 4.5669  0.57
H9 0.7397 2.4514 4.4379  0.39
H10 0.4561 3.6213 3.1658  0.59
H11 2.5275 2.4953 2.4702  0.63
H12 1.4478 3.0410 1.1732  0.31
H13 4.2675 1.2228 1.7599  0.50
H14 3.8556 -1.3672 -1.5920  0.59
H15 2.5514 -2.6346 -2.6556  0.35
H16 2.9560 -1.1777 -3.5971  0.42
H17 1.5058 -2.1110 -3.9728  0.45
H18 0.6396 -2.6585 -1.1282  -0.12
H19 -0.4460 -2.2161 -2.4466  0.68
H20 -0.4393 -1.3043 -0.9105  -0.68
H21 1.5488 0.8452 -3.4543  0.41
H22 0.0881 0.9262 -2.4941  0.05
H23 0.1575 -0.1426 -3.9010  0.22
H24 5.4192 -1.0253 2.4660  0.31
H25 6.2622 0.4872 2.0734  0.38
H26 7.0961 -1.0525 1.9016  0.46
H27 5.1074 -2.7987 0.3927  0.26
H28 6.8330 -2.5019 0.1578  0.52
H29 5.7184 -2.2779 -1.1858  0.35
H30 6.5501 1.2275 -0.2653  0.36
H31 6.2748 0.1147 -1.6174  0.31
H32 7.6160 -0.1727 -0.4942  0.47
H33 0.3026 0.3166 4.0338  0.92
H34 1.9333 0.3219 3.3881  0.38
H35 2.4695 -1.7508 2.7159  0.39
H36 -0.5869 -4.4807 1.5924  0.42
H37 -2.6285 -2.4772 -0.5360  0.23
H38 -3.4311 -1.1676 0.3802  0.09
H39 -4.2687 -2.6857 0.1024  0.68
H40 -2.4674 -4.7924 0.7180  0.42
H41 -4.0060 -4.5255 1.5397  0.47
H42 -2.5483 -4.8029 2.4959  0.43
H43 -3.4572 -1.1584 2.8431  0.06
H44 -3.1054 -2.6424 3.7512  0.44
H45 -4.5545 -2.5404 2.7367  0.45
H46 0.9530 -5.6893 3.2687  0.39
H47 2.2754 -6.4903 2.4082  0.46
H48 0.7920 -6.1012 1.5494  0.35
H49 2.9773 -3.9844 3.9023  0.39
H50 3.8928 -3.2733 2.5580  0.12
H51 3.9670 -5.0076 2.8503  0.50
H52 1.7764 -4.7301 -0.1795  0.26
H53 3.3835 -5.2165 0.3885  0.60
H54 2.9991 -3.4945 0.1696  -0.21
O3 1.0212 3.2912 -1.0924  -0.54
C35 -0.1071 3.6025 -1.3397  -0.48
N3 -1.2518 3.2098 -0.5644  1.91
C36 -2.3652 4.0021 -1.0074  -0.65
O4 -3.4243 4.0856 -0.4485  -0.56
C37 -1.9375 4.7239 -2.2341  0.30
C38 -2.6782 5.4881 -3.1104  -0.52
C39 -2.0116 6.0127 -4.2141  -0.64
C40 -0.6478 5.7885 -4.4034  -0.63
C41 0.0884 5.0209 -3.5070  -0.34
C42 -0.5875 4.4874 -2.4306  -0.15
H55 -3.7345 5.6639 -2.9464  0.57
H56 -2.5604 6.6045 -4.9368  0.45
H57 -0.1537 6.2246 -5.2637  0.44
H58 1.1475 4.8450 -3.6526  0.56
O5 -3.1048 1.4882 0.5381  0.46
O6 -4.3010 1.0959 0.2905  -0.54
C43 -2.9757 -0.5581 -4.0477  -1.58
C44 -3.6560 0.6622 -3.4406  1.28
C45 -3.8615 1.7165 -4.5187  -1.75
C46 -4.9955 0.2654 -2.8162  -1.28
N4 -2.7622 1.3112 -2.4295  -0.26
N5 -2.2529 0.4162 -1.4391  1.44
H59 -3.5604 -0.9065 -4.9004  0.57
H60 -2.9002 -1.3913 -3.3419  0.18
H61 -1.9794 -0.2982 -4.4094  0.22
H62 -4.5193 1.3332 -5.3030  0.44
H63 -2.9021 1.9928 -4.9644  0.37
H64 -4.3163 2.6204 -4.0987  0.35
H65 -5.6079 -0.2833 -3.5359  0.51
H66 -5.5499 1.1525 -2.4967  0.36
H67 -4.8586 -0.3757 -1.9393  0.01
H68 -3.3370 1.9786 -1.9254  0.14
H69 -1.6227 -0.2284 -1.8921  0.03
H70 -3.0145 -0.1204 -1.0281  -0.68

Question: E of number 1 (C46H65Cl10F27O18)?
Answer: -10444.46405 Eh